DFT (ωB97M-V with the def2-TZVPD basis set) results for the ion C5H12NO with charge -1.

XYZ file:
```
19
Properties=species:S:1:pos:R:3:forces:R:3
H -1.0639 1.0780 -0.0558 -2.462 -1.310 0.900
H 1.2748 -2.1736 -0.0881 0.407 0.710 1.047
O -0.9173 2.7704 1.5328 -0.939 0.042 1.080
C 0.9144 0.1446 0.3440 0.464 -2.304 0.156
H 0.0810 1.3037 -1.1946 0.334 0.574 1.224
H -2.1710 -1.5472 0.1266 0.289 -1.363 0.583
H 0.3377 3.2481 -0.0412 -0.116 0.187 0.280
H 1.1051 2.4981 1.2880 0.604 -0.530 0.594
C -0.0424 1.1934 -0.0458 2.046 1.134 -3.176
H -1.1029 -0.8344 -1.3306 0.879 -1.532 0.366
C -0.5690 -1.7615 -0.8558 0.273 3.539 -2.316
N -1.3695 -2.2149 0.2146 -2.431 1.180 1.984
H 1.9642 0.5061 0.2236 -0.762 -0.133 0.040
C 0.1212 2.4846 0.7967 0.436 1.314 -2.250
C 0.8264 -1.2347 -0.4633 0.366 -0.587 -0.625
H 1.4715 -1.0942 -1.3553 -0.722 0.133 -0.027
H -0.6066 -2.5353 -1.6139 0.774 -0.114 -0.402
H -1.0085 -1.8856 1.1122 0.355 -0.260 -0.169
H 0.7549 0.0544 1.4059 0.204 -0.679 0.710
```
Forces are in eV/Å.

Properties
Kohn-Sham gap ... 6.06 eV
2S+1 ... 1
Relative energy (zero: lowest compared OMol25 entry of this formula, charge and spin) ... 1.7639 eV
Net charge ... -1
Lowest unoccupied orbital energy ... 3.87 eV